1.
Molecular formula: C8H16N2O
Method: DFT, wB97M-V/def2-TZVPD

```
27
Properties=species:S:1:pos:R:3:mulliken_spin:R:1
C 2.29840 0.18992 0.24609 0.402
C -2.92327 0.05414 -0.23813 0.000
C -1.96250 -0.15457 0.97770 0.026
C -2.03631 0.14211 -1.47814 -0.028
C -1.23986 -1.50762 0.79682 0.011
C -0.86818 -0.82737 -1.42914 0.441
C 3.31290 0.66557 -0.73728 0.004
C 2.07284 1.12037 1.46457 -0.005
N -0.70389 -1.67954 -0.51420 0.339
N 1.56340 -0.83327 0.18764 0.378
O 1.89814 -1.67831 -0.87931 0.266
H -3.62527 -0.73216 -0.46282 -0.001
H -3.37284 0.99644 -0.17033 0.005
H -1.36476 0.73100 0.83718 0.003
H -2.48751 -0.02059 1.93222 -0.001
H -2.63448 0.08880 -2.53491 0.031
H -1.75546 1.17824 -1.52880 0.033
H -0.44773 -1.50811 1.54661 0.009
H -1.78366 -2.40261 0.98082 0.024
H 1.01787 -2.11131 -1.05587 -0.014
H -0.30467 -0.82873 -2.40538 0.015
H 3.30427 1.69262 -1.19228 0.032
H 4.38368 0.69688 -0.29579 0.027
H 3.18413 -0.05072 -1.52893 -0.008
H 2.92772 1.28908 2.12731 -0.005
H 1.26625 0.81984 2.07520 0.000
H 1.81538 2.07818 0.94484 0.018
```

The calculation puts the gap between HOMO and LUMO (spin up / spin down) at 4.30 / 4.76 eV. As for the expectation value of S²: 2.0106. Its HOMO energy (spin up / spin down) is -3.48 / -8.12 eV. The spin multiplicity is 3.



2.
Molecular formula: C8H16N2O2Si
Method: DFT, wB97M-V/def2-TZVPD

```
29
Properties=species:S:1:pos:R:3:mulliken_charge:R:1
C 1.19611 -1.15605 2.89481 -1.615
C -0.08313 -0.72922 2.17786 1.553
C -1.34459 -0.45522 3.01490 -1.597
N -0.40347 -1.73629 1.23567 -0.166
C -0.40004 -1.40324 -0.12492 0.220
O -0.44539 -2.28074 -0.94998 -0.655
N -0.32843 -0.05333 -0.33420 0.142
Si 0.13191 0.71984 -1.86900 0.191
C 1.96451 0.36253 -2.18960 -1.132
C -0.56438 2.42525 -1.52446 -1.288
C -0.90507 0.06129 -3.43637 -1.183
C 0.22335 0.48980 1.31923 0.029
O 0.76913 1.51197 1.42512 -0.438
H 1.09619 -1.82360 3.72549 0.376
H 1.68527 -0.21350 3.33852 0.289
H 1.85693 -1.48715 2.20187 0.481
H -1.58487 -1.39180 3.53386 0.423
H -2.15859 -0.09544 2.43621 0.402
H -1.25981 0.36334 3.76598 0.349
H -0.90315 -2.50068 1.63984 0.249
H 2.36986 1.15613 -2.73693 0.453
H 2.61983 0.23440 -1.23010 0.245
H 2.21670 -0.43009 -2.87802 0.375
H -0.24549 3.17263 -2.13419 0.478
H -1.60521 2.56997 -1.51209 0.411
H -0.32592 2.84325 -0.54179 0.338
H -0.71481 -0.94012 -3.66860 0.358
H -2.01065 0.10619 -3.26609 0.306
H -0.84678 0.67987 -4.31300 0.404
```

The calculation puts the gap between HOMO and LUMO at 10.10 eV. Its HOMO energy is -9.47 eV. The spin multiplicity is 1. The SMILES is CC1(C)NC(=O)N([Si](C)(C)C)C1=O.



3.
Molecular formula: C8H16N2Si
Method: DFT, wB97M-V/def2-TZVPD

```
27
Properties=species:S:1:pos:R:3:mulliken_charge:R:1
C -2.90816 -1.29184 0.39071 -0.460
C -2.61855 -1.29953 -0.91983 -0.162
C -1.34255 0.17522 0.10586 0.039
C 2.03956 -1.46442 -1.08739 -1.139
C 1.09400 -1.78417 1.28920 -0.805
C 0.10215 2.46584 1.74488 -1.233
C 0.26844 2.49636 -1.24502 -1.278
C 1.87222 -0.92156 0.35475 -0.020
N -2.04470 -0.42951 1.03945 -0.453
N -1.65620 -0.31828 -1.15350 0.061
Si 0.16747 1.28765 0.28222 0.463
H -3.22568 -2.05856 1.10132 0.334
H -3.19348 -1.66844 -1.82780 0.300
H 1.10632 -1.72261 -1.65433 0.222
H 2.60809 -0.79516 -1.79440 0.290
H 2.49609 -2.49933 -0.99246 0.368
H 0.05667 -1.59367 1.04486 0.156
H 1.14854 -1.49133 2.33746 0.272
H 1.36570 -2.78316 0.97048 0.358
H 0.24984 3.51827 1.54618 0.370
H -0.92003 2.44431 2.06046 0.395
H 0.93039 2.31842 2.51643 0.302
H -0.75264 2.50845 -1.52262 0.410
H 0.75617 3.40415 -1.16310 0.411
H 0.84170 2.07883 -2.09500 0.282
H 2.87001 -0.57938 0.74190 0.282
H -1.31136 0.00345 -2.07069 0.236
```

The calculation puts the gap between HOMO and LUMO at 8.15 eV. Its HOMO energy is -7.46 eV. The spin multiplicity is 1.



4.
Molecular formula: C8H16N3
Method: DFT, wB97M-V/def2-TZVPD

```
27
Properties=species:S:1:pos:R:3:mulliken_charge:R:1
C 2.60987 0.84865 -0.78748 -1.398
C 1.03382 0.83901 -0.38486 1.571
C 0.48014 2.21885 -0.16573 -1.439
C 0.25553 -0.09661 -1.41300 -0.866
N -0.09763 -1.32474 -0.59188 -0.040
C -1.48462 -1.71510 -0.51287 -0.699
C -2.17942 -1.12050 0.72457 -0.271
N -1.43613 0.16757 1.01004 0.204
C -0.13268 -0.13227 1.68560 -0.688
C 0.60276 -1.29484 0.59590 -0.446
N 1.07393 0.04537 0.84786 -0.366
H 2.98297 0.55887 0.16366 0.404
H 3.04269 1.83382 -1.20778 0.332
H 2.74914 -0.02395 -1.42393 0.373
H 1.11171 3.03885 -0.64743 0.404
H 0.60674 2.46022 0.88547 0.376
H -0.66454 2.29948 -0.50433 0.278
H -0.71336 0.41430 -1.78834 0.340
H 0.98778 -0.54033 -2.16110 0.273
H -1.46848 -2.86484 -0.56653 0.370
H -2.12212 -1.51909 -1.47437 0.304
H -3.29556 -1.00791 0.56419 0.327
H -2.07644 -1.92123 1.58017 0.296
H -0.99678 0.45784 0.13732 0.073
H -1.88135 0.79096 1.68432 0.369
H -0.04806 -0.26901 2.76360 0.459
H 1.06009 -2.14337 0.98693 0.458
```

The calculation puts the gap between HOMO and LUMO at 9.69 eV. Its HOMO energy is -12.60 eV. The spin multiplicity is 1. The SMILES is CC1(C)CN2CC[NH2+][C@H]3[C@@H]2N31. Its charge is +1.



5.
Molecular formula: C8H16N3
Method: DFT, wB97M-V/def2-TZVPD

```
27
Properties=species:S:1:pos:R:3:mulliken_charge:R:1
C -0.30591 -0.74330 -2.22477 -0.143
C -1.48811 0.99422 -0.28539 0.059
C -1.65109 1.25607 -1.71974 0.423
C -0.47014 -0.77424 0.23506 -0.076
C -1.08453 2.68046 -1.80533 -1.502
C 2.29112 -1.42089 2.88801 -1.540
C 0.70242 -0.59757 1.18826 -1.041
C 1.08926 -1.84706 2.02908 -0.056
N -1.74915 1.80212 0.56941 -0.462
N -0.95973 0.38520 -2.55030 -0.113
N 0.05273 -1.19134 -1.04487 -0.124
H 0.25316 -1.33284 -3.01109 0.347
H -2.66653 1.38654 -1.89193 0.169
H -1.23482 -1.40089 0.52975 0.392
H -1.13260 3.16808 -2.87402 0.326
H -0.07758 2.51157 -1.70128 0.482
H -1.44363 3.39696 -1.17806 0.460
H 2.08846 -0.71655 3.74588 0.326
H 3.06023 -0.96817 2.44165 0.478
H 2.72869 -2.17343 3.39102 0.481
H 1.56452 -0.18744 0.53937 0.265
H 0.48698 0.06905 1.95303 0.464
H 0.16317 -2.27618 2.50787 0.319
H 1.38887 -2.60551 1.18013 0.204
H -1.57230 1.76642 1.54489 0.269
H -0.76867 0.69851 -3.48509 0.323
H 0.73518 -1.87981 -0.97154 0.270
```

The calculation puts the gap between HOMO and LUMO at 9.09 eV. Its HOMO energy is -12.48 eV. The spin multiplicity is 1. Its charge is +1.



6.
Molecular formula: C8H16N3O
Method: DFT, wB97M-V/def2-TZVPD

```
28
Properties=species:S:1:pos:R:3:mulliken_charge:R:1
C 1.11249 -0.62249 3.08482 -0.500
C 0.53513 0.75350 1.03633 0.236
C -1.06427 -0.00176 -0.47628 -0.457
C -0.85216 1.39339 -2.46306 -1.494
C -0.85749 -1.10762 -2.64528 -1.907
C 1.11048 -0.14314 -1.70387 -1.562
C -1.54642 -0.24748 1.85494 -0.733
C -0.37440 0.07161 -1.82874 1.726
N 1.26077 0.38289 2.11530 -0.091
N -0.68363 0.14168 0.80924 0.270
N 2.00962 -0.65275 4.02173 -0.157
O 0.85080 1.68804 0.34216 -0.523
H -2.03804 -0.31662 -0.53166 0.487
H -0.46555 1.27077 -3.50127 0.427
H -0.47764 2.09963 -1.78572 0.437
H -1.94237 1.42834 -2.31735 0.371
H -1.92878 -1.14819 -2.65866 0.416
H -0.40465 -1.10262 -3.58393 0.505
H -0.64320 -1.92662 -2.05441 0.544
H 1.60500 0.80752 -1.35994 0.372
H 1.59446 -0.39042 -2.64385 0.498
H 1.33929 -0.99902 -0.99884 0.326
H -1.06331 -0.85456 2.54283 0.318
H -1.81837 0.72821 2.51225 0.343
H -2.41610 -0.71804 1.44518 0.270
H 2.20008 0.86044 2.05154 0.334
H 2.18526 -1.48464 4.62909 0.313
H 2.77300 0.08997 4.10748 0.228
```

The calculation puts the gap between HOMO and LUMO at 7.64 eV. Its HOMO energy is -12.53 eV. The spin multiplicity is 1. Its charge is +1.



7.
Molecular formula: C8H16N4O
Method: DFT, wB97M-V/def2-TZVPD

```
29
Properties=species:S:1:pos:R:3:mulliken_charge:R:1
C 1.90592 -1.95082 -0.66884 -0.607
C 0.70343 0.36116 0.19014 -0.073
C -0.01896 -0.69363 -0.13293 -0.352
C 2.14812 0.22929 0.03228 0.341
C -1.38999 -1.18991 -0.17571 -0.596
C 3.11337 1.35059 0.32681 -0.724
C -2.41179 -0.30001 0.57853 -0.183
C -2.70074 0.98038 -0.19414 0.283
N 2.66272 -0.86624 -0.37456 -0.562
N -3.70016 -1.04251 0.75339 -0.245
N 4.47572 0.83072 0.03453 -0.182
N -1.95075 1.96180 -0.03714 -0.476
O -3.78627 0.82755 -0.98483 -0.497
H 0.33149 1.31712 0.53149 0.420
H -1.67779 -1.29307 -1.22858 0.364
H -1.40238 -2.19066 0.26758 0.418
H 3.02509 1.66213 1.37149 0.327
H 2.88136 2.21725 -0.29976 0.325
H -1.99590 -0.03529 1.55452 0.393
H 1.86318 -2.74542 0.06008 0.366
H -4.24373 -0.92094 -0.12074 0.369
H -4.25829 -0.65167 1.52377 0.383
H 4.24906 -0.16704 -0.27898 0.443
H 5.09331 0.81472 0.85181 0.360
H 4.94985 1.33569 -0.72114 0.360
H -3.54730 -2.04323 0.93166 0.360
H 1.81354 -2.21706 -1.70991 0.366
H -2.14569 2.80470 -0.56773 0.246
H -3.98645 1.61438 -1.51308 0.374
```

The calculation puts the gap between HOMO and LUMO at 9.09 eV. Its HOMO energy is -14.92 eV. The spin multiplicity is 1. Its charge is +2.



8.
Molecular formula: C8H16NO4
Method: DFT, wB97M-V/def2-TZVPD

```
29
Properties=species:S:1:pos:R:3:mulliken_charge:R:1
C 4.85896 0.55570 1.03173 -0.982
C 4.31690 0.54540 -0.48418 -0.286
C 3.24442 -0.63032 -0.74807 0.560
O 3.52827 -1.39878 -1.70561 -0.580
O 2.11343 -0.80235 0.06528 -0.255
C 0.87040 -0.77532 -0.69401 -0.354
C -0.32575 -1.59038 -0.00398 -0.493
N -1.13751 -0.74402 0.93197 -0.735
O -2.43916 -1.28368 0.76680 -0.058
C -3.41827 -0.36561 1.25485 -0.562
C -4.09331 0.53753 0.08543 0.224
C -3.05141 0.99577 -1.03326 -0.943
O -4.62660 1.72075 0.73141 -0.580
H 5.31639 -0.45272 1.33146 0.288
H 5.73080 1.30909 1.04836 0.316
H 4.08764 0.93684 1.77641 0.265
H 5.23436 0.35934 -1.14394 0.253
H 3.89906 1.57462 -0.72870 0.269
H 0.48458 0.28417 -0.89113 0.137
H 1.01136 -1.24592 -1.73722 0.284
H -1.05934 -1.86400 -0.86059 0.214
H 0.01202 -2.57109 0.48442 0.192
H -4.30342 -0.93425 1.73102 0.122
H -2.95259 0.28481 2.06506 0.357
H -4.95858 -0.05495 -0.37012 0.244
H -2.24767 1.71749 -0.64105 0.278
H -2.55359 0.07688 -1.50636 0.129
H -3.64416 1.54138 -1.84096 0.351
H -3.89724 2.27361 1.08499 0.344
```

The calculation puts the gap between HOMO and LUMO at 4.26 eV. Its HOMO energy is -1.13 eV. The spin multiplicity is 1. The SMILES is CCC(=O)OCC[N-]OC[C@H](C)O. Its charge is -1.



Record order is preserved below.
Energy above the lowest of the compared OMol25 structures with the same formula, charge and spin: 313.3, 120.4, 409.7, 430.2, 356.9, 247.6, 69.4, 225.2 kJ/mol
Record order is preserved below.
Max |F|: 6.512, 4.993, 3.999, 4.640, 5.469, 5.089, 3.722, 4.099 eV Å⁻¹
Record order is preserved below.
Electronic energy: -13574.42516, -23508.81165, -19410.41848, -13014.96855, -13015.72794, -15064.01119, -16545.16815, -18231.12330 eV